DFT (ωB97M-V/def2-TZVPD) results for a 10-piece molecular cluster, C65H125N5O20 overall in a non-equilibrium geometry.

Last column: Mulliken charge in e.
Atoms and positions in Å:
O (-0.416, -2.552, -5.002)  0.001
O (0.347, -5.817, -0.092)  -0.155
O (3.828, 4.934, 4.364)  -0.398
O (1.921, -5.829, -1.737)  -0.617
O (3.260, 7.218, 3.936)  -0.555
O (6.789, -1.161, -2.929)  -0.463
O (2.383, -0.363, 1.080)  -0.133
O (2.242, 1.001, 2.890)  -0.459
O (-0.719, 1.266, -6.587)  -0.368
O (-3.589, 3.437, 5.917)  -0.589
O (0.617, 0.925, 1.266)  -0.039
O (-2.025, 6.629, 0.029)  -0.368
O (-1.966, 4.365, 0.002)  -0.409
O (-0.133, -6.559, -2.032)  -0.260
O (-7.182, 1.979, -3.017)  -0.466
O (-1.671, -1.050, -3.933)  -0.261
O (-2.497, -2.869, -5.012)  -0.363
O (1.701, 5.620, 4.531)  -0.381
O (-0.163, 5.605, 0.624)  -0.276
O (3.227, -1.120, 4.959)  -0.500
N (-5.866, 2.018, -3.416)  0.687
N (2.221, -1.998, 5.315)  1.033
N (6.782, -1.496, -1.573)  0.308
N (-4.020, 2.135, 5.546)  0.980
N (0.273, 0.297, -6.776)  0.819
C (2.526, -0.619, -6.196)  -1.136
C (-1.110, 7.679, 0.323)  0.348
C (-1.465, 5.431, 0.210)  0.515
C (-3.943, 0.948, -4.804)  -0.966
C (2.614, -3.569, 3.443)  -2.028
C (-1.337, -6.309, 1.456)  -1.255
C (0.389, -2.559, 6.906)  -0.986
C (0.891, -0.163, 6.342)  -1.465
C (-5.019, 2.077, 4.464)  1.429
C (-5.971, -0.060, 5.447)  -0.849
C (-2.618, 0.861, 6.969)  -2.565
C (1.423, -1.433, -8.303)  -1.412
C (2.962, 6.058, 4.213)  0.552
C (-5.093, -0.409, -2.987)  -1.700
C (-1.711, 8.672, 1.325)  -1.430
C (2.532, -3.434, 5.003)  1.697
C (-3.549, 3.127, -3.589)  -1.704
C (-2.119, -3.763, -5.898)  -0.518
C (8.361, 0.538, -1.116)  -1.795
C (1.373, -4.352, 5.477)  -1.450
C (2.774, -0.991, -7.640)  -0.876
C (1.370, -1.087, 0.397)  -0.193
C (1.496, 0.659, -6.068)  1.361
C (-0.648, -3.727, -5.840)  0.794
C (0.567, 0.848, -9.300)  -1.854
C (5.815, 0.663, -0.721)  -1.560
C (-1.222, -6.855, -1.239)  -0.369
C (-4.058, 1.211, 6.666)  1.545
C (3.770, -3.930, 5.725)  -1.649
C (-4.717, -0.226, 6.266)  -1.048
C (-4.734, 2.526, -1.318)  -1.419
C (5.869, -2.670, -1.257)  2.067
C (-5.437, 4.467, -2.923)  -1.965
C (2.216, 1.981, -6.519)  -1.812
C (0.321, -0.002, 0.237)  0.488
C (-5.584, 0.732, 4.214)  -1.397
C (-0.613, -6.786, 0.139)  0.267
C (-5.303, 0.804, -3.989)  1.442
C (1.664, 4.279, 4.988)  0.523
C (0.359, 0.809, -1.130)  -1.198
C (4.459, -2.434, -1.580)  -1.453
C (7.295, -0.807, 0.749)  -1.435
C (6.342, -3.941, -1.936)  -1.819
C (-6.314, 2.958, 4.752)  -1.686
C (-2.844, 1.733, -3.939)  0.319
C (-1.545, -2.042, -4.694)  0.158
C (-4.737, 1.812, 8.012)  -1.797
C (1.827, 0.542, 1.805)  0.050
C (1.572, -1.621, 6.572)  0.944
C (0.523, 3.376, 4.273)  -0.626
C (3.068, 3.804, 4.586)  -0.005
C (0.651, -4.074, 6.822)  -0.914
C (-4.388, 2.435, 3.076)  -2.058
C (-1.039, -0.862, -8.566)  -1.611
C (7.043, -0.265, -0.719)  1.384
C (6.184, -1.724, 1.211)  0.296
C (-6.211, 0.298, -5.142)  -1.894
C (0.106, -4.858, -4.943)  -1.356
C (2.454, -1.606, 7.854)  -1.777
C (0.787, -6.016, -1.320)  0.634
C (6.044, -2.996, 0.270)  -1.390
C (1.297, 0.712, -4.505)  -1.856
C (-4.902, 2.945, -2.839)  1.579
C (0.324, -0.291, -8.219)  1.765
C (0.208, 7.021, 0.697)  -0.309
H (7.214, -4.416, -1.487)  0.415
H (-0.482, 1.390, -1.509)  0.276
H (-0.247, -4.690, 6.879)  0.424
H (3.048, 2.141, -5.834)  0.426
H (-1.557, -0.409, -9.410)  0.368
H (2.194, 0.778, -3.889)  0.592
H (3.392, -1.080, 7.680)  0.348
H (1.677, 4.303, 6.078)  0.304
H (-7.092, -0.127, -4.662)  0.495
H (0.706, 0.153, -1.928)  0.064
H (-5.192, 2.370, 2.344)  0.358
H (-6.303, -1.052, 5.141)  0.438
H (1.170, -4.902, -5.177)  0.419
H (-5.996, -0.513, -2.386)  0.442
H (0.061, 1.743, -8.939)  0.381
H (1.601, -3.433, 3.064)  0.479
H (-3.653, 2.594, -1.198)  0.081
H (-0.952, 8.135, -0.654)  0.255
H (-2.143, -6.941, 1.829)  0.378
H (-1.035, -1.898, -8.905)  0.434
H (8.361, 0.875, -2.152)  0.350
H (-0.966, 9.334, 1.765)  0.369
H (-2.560, 0.160, 7.801)  0.452
H (1.559, 0.425, 5.713)  0.268
H (1.468, 2.745, -6.310)  0.476
H (-4.968, 3.371, -0.670)  0.465
H (1.966, -1.035, 8.643)  0.492
H (7.687, -1.304, -3.237)  0.321
H (6.961, -3.574, 0.387)  0.486
H (5.593, 1.101, -1.694)  0.445
H (0.197, -2.210, 7.921)  0.403
H (5.562, -4.692, -2.058)  0.298
H (7.336, 0.001, 1.479)  0.502
H (4.452, -1.908, -2.534)  0.373
H (1.608, 1.140, -9.437)  0.350
H (3.538, 3.469, 5.511)  0.271
H (0.410, 7.222, 1.749)  0.289
H (-4.796, 5.255, -2.527)  0.299
H (2.757, -0.582, 4.318)  0.161
H (6.568, -2.007, 2.191)  0.484
H (-0.427, -2.334, 6.218)  0.312
H (-4.209, -0.389, -2.349)  0.108
H (-4.316, 2.798, 8.210)  0.402
H (-0.699, -0.311, 0.466)  0.432
H (4.624, -3.271, 5.570)  0.352
H (3.684, -3.989, 6.810)  0.296
H (3.077, 3.055, 3.795)  -0.007
H (-4.929, -1.288, -3.610)  0.469
H (1.696, -1.499, -9.357)  0.465
H (1.744, -1.514, -0.533)  0.142
H (1.109, -2.466, -8.155)  0.438
H (-5.824, 1.887, 8.008)  0.349
H (3.438, -0.348, -5.663)  0.723
H (-1.723, -0.992, -7.727)  0.085
H (-0.420, -5.797, -5.115)  0.414
H (-6.551, 1.083, -5.818)  0.427
H (1.753, -5.369, 5.375)  0.537
H (8.571, 1.297, -0.362)  0.376
H (8.226, -1.364, 0.846)  0.421
H (0.772, -0.182, -4.169)  0.031
H (-2.657, 3.275, 5.750)  0.374
H (-6.458, 0.726, 3.564)  0.506
H (2.634, -2.657, 8.084)  0.395
H (-0.244, 1.913, -7.114)  0.280
H (9.098, -0.256, -0.995)  0.476
H (-1.766, -7.775, -1.451)  0.305
H (4.780, 0.323, -0.664)  0.026
H (-5.714, 4.734, -3.943)  0.513
H (2.596, 1.947, -7.541)  0.319
H (4.115, -1.769, -0.788)  -0.254
H (-2.185, 0.483, 6.042)  0.572
H (3.735, -3.245, -1.496)  0.540
H (-6.746, 2.898, 5.751)  0.294
H (-4.210, 1.517, -5.695)  0.520
H (-0.152, -7.741, 0.390)  0.250
H (-2.457, 9.341, 0.895)  0.373
H (3.011, -4.552, 3.192)  0.383
H (-1.575, -5.295, 1.138)  0.311
H (2.099, -1.487, -5.694)  0.074
H (-1.895, 1.566, 7.380)  0.589
H (-6.404, 4.640, -2.450)  0.455
H (0.450, 3.504, 3.193)  0.337
H (-0.214, -3.635, -6.835)  -0.177
H (-1.951, -6.059, -1.393)  0.271
H (-6.043, 4.007, 4.632)  0.435
H (3.322, -2.807, 3.117)  0.308
H (5.289, -1.104, 1.265)  -0.407
H (-5.011, -0.776, 7.161)  0.452
H (3.513, -1.787, -7.739)  0.414
H (-0.113, -0.251, 5.927)  0.096
H (-1.919, 1.941, -4.476)  0.026
H (0.580, 2.310, 4.495)  0.029
H (-2.695, 3.660, -3.169)  0.477
H (-7.093, 2.757, 4.017)  0.396
H (5.214, -3.541, 0.721)  0.254
H (0.933, 7.385, -0.031)  0.268
H (-2.397, 8.239, 2.053)  0.368
H (3.802, -4.963, 5.379)  0.482
H (6.754, -3.643, -2.900)  0.415
H (-3.662, -0.066, -5.087)  -0.008
H (0.514, 1.428, -4.253)  0.346
H (-2.542, -3.505, -6.869)  0.266
H (-2.595, -4.677, -5.544)  0.300
H (-4.017, -0.790, 5.650)  0.297
H (-6.839, 0.313, 5.991)  0.366
H (-0.530, -6.175, 2.177)  0.271
H (6.034, 1.492, -0.048)  0.378
H (3.164, -0.086, -8.106)  0.315
H (-3.783, 3.545, -4.568)  0.487
H (-3.599, 1.743, 2.780)  0.398
H (-2.435, 1.196, -3.083)  -0.040
H (1.188, 1.509, -1.033)  0.436
H (-0.486, 3.473, 4.676)  0.028
H (-5.006, 1.553, -0.908)  0.205
H (1.079, -1.880, 1.087)  0.125
H (-4.841, 0.151, 3.668)  0.420
H (-0.134, -4.597, -3.912)  0.237
H (0.735, -4.457, 4.599)  0.401
H (-7.660, 2.138, -3.835)  0.342
H (-5.730, -0.443, -5.781)  0.314
H (0.267, 0.756, -10.344)  0.518
H (-3.999, 3.433, 2.873)  0.470
H (0.773, 0.354, 7.294)  0.528
H (-4.554, 1.164, 8.869)  0.430
H (1.305, -4.476, 7.596)  0.384

Properties
E, eV: -117819.0320
Maximum force, eV Å⁻¹: 6.96
Charge: 0
Structure (SMILES): CC1(C)CCCC(C)(C)N1O.CC1(C)CCCC(C)(C)N1O.CC1(C)CCCC(C)(C)N1O.CC1(C)CCCC(C)(C)N1O.CC1(C)CCCC(C)(C)N1O.C[C@H]1COC(=O)O1.C[C@H]1COC(=O)O1.C[C@H]1COC(=O)O1.C[C@H]1COC(=O)O1.C[C@H]1COC(=O)O1
ΔE to the lowest compared entry with this formula, charge and spin, kJ/mol: 835.8
HOMO-LUMO gap, Ha: 0.269